ORCA calculation (wB97M-V/def2-TZVPD) on a structure of composition C17H27BrNO3PRe in a non-equilibrium geometry.

Computed properties:
Gap between HOMO and LUMO (spin up / spin down): 8.28 / 5.34 eV
⟨S²⟩: 3.79
LUMO (spin up / spin down): -0.54877 / -0.65630 hartree
Spin multiplicity: 4
Relative energy (zero: lowest compared OMol25 entry of this formula, charge and spin): 0.0 kcal per mole
Charge: +4
Energy: -107111.354 eV

```
51
C17H27BrNO3PRe, DFT wB97M-V/def2-TZVPD
Re -0.4629 0.7719 0.6760
C 0.6025 2.0730 -0.3893
O 1.2224 2.8550 -0.9983
C 0.4120 1.1820 2.3304
O 0.9160 1.4332 3.3641
C -1.7567 -0.3995 1.6136
O -2.5279 -1.0597 2.1947
C 2.7628 -0.4406 -0.1059
P 0.9522 -0.8798 0.0945
H 0.5424 -2.3340 -1.8197
H 2.7482 0.3487 -0.8783
C 0.9901 -2.5894 0.8405
H 1.7982 -3.0991 0.2906
C 3.5736 -1.6363 -0.6144
H 3.1217 -2.1232 -1.4871
H 3.7043 -2.3883 0.1752
H 4.5746 -1.2888 -0.9078
C 3.4079 0.1574 1.1535
H 3.4892 -0.5803 1.9625
C -1.1900 -1.0588 -1.6741
H 2.8581 1.0251 1.5376
H 4.4237 0.4937 0.8948
C 1.0472 -0.4396 -2.7144
H -1.5327 -0.2043 -1.0238
H -1.5081 -0.7983 -2.6877
H -1.7285 -1.9595 -1.3571
C 0.3249 -1.2698 -1.6498
H 0.5135 -0.5461 -3.6674
H 2.0822 -0.7645 -2.8656
H 1.0608 0.6294 -2.4632
C -0.3051 -3.3774 0.6179
H -1.1619 -2.8800 1.0909
H -0.1826 -4.3643 1.0863
H -0.5219 -3.5313 -0.4451
C 1.3526 -2.5533 2.3302
H 0.6432 -1.9331 2.8990
H 2.3670 -2.1745 2.5080
H 1.2985 -3.5794 2.7238
H -2.4914 0.2074 -4.1346
H -2.9354 0.7399 -3.8514
Br -4.0886 4.2549 -2.3765
C -3.4294 3.7496 -0.6555
C -3.9049 4.3630 0.4992
C -3.4275 3.9067 1.7269
C -2.5128 2.8542 1.7661
N -2.0113 2.3222 0.6341
C -2.4742 2.7330 -0.5765
H -4.6366 5.1574 0.4165
H -3.7498 4.3414 2.6677
H -2.1664 2.4231 2.7089
H -2.0833 2.2310 -1.4603
```

Results of the Mulliken charge analysis, in e, for atoms 1 through 6: atom 1 (Re): 1.45, atom 2 (C): 0.15, atom 3 (O): -0.23, atom 4 (C): 0.21, atom 5 (O): -0.27, atom 6 (C): 0.33